The following is a DFT calculation (ωB97M-V with the def2-TZVPD basis set) of a molecular structure, C35H54N4OP2PdS3.

multiplicity: 3
maximum force: 0.01381 Eh/bohr
electronic energy: -99746.23879 eV

Element x y z (Å)
Pd -0.1140 0.4530 -0.0100
S -1.1179 -1.2149 -1.4528
C -2.6135 -0.4246 -1.9061
C -3.3239 -0.9159 -3.0097
C -4.5161 -0.3435 -3.4100
C -5.0359 0.7390 -2.7074
C -4.3502 1.2361 -1.6158
C -3.1416 0.6669 -1.1952
S -2.3586 1.3503 0.2168
H -2.9113 -1.7614 -3.5464
H -5.0383 -0.7301 -4.2768
H -5.9710 1.1949 -3.0089
H -4.7409 2.0756 -1.0523
O -0.6175 -1.0936 1.6986
P -1.3384 -2.1255 2.4849
N -2.8433 -2.6409 1.9701
C -2.9525 -3.4590 0.7564
C -4.4576 -3.6563 0.6399
C -5.0128 -2.2773 1.0251
C -3.9603 -1.6767 1.9791
N -1.6104 -1.6300 4.0509
C -1.5028 -0.1996 4.3887
C -2.2367 -0.0703 5.7231
C -3.2945 -1.1716 5.6503
C -2.5267 -2.3067 4.9779
N -0.4252 -3.5041 2.5462
C 0.5167 -3.8375 1.4625
C 0.5419 -5.3652 1.4492
C 0.2293 -5.7279 2.9027
C -0.8355 -4.7026 3.2799
H -2.3993 -4.3942 0.8721
H -2.5662 -2.9357 -0.1230
H -4.7864 -4.4133 1.3558
H -4.7572 -3.9658 -0.3607
H -5.9898 -2.3548 1.5010
H -5.1143 -1.6470 0.1409
H -4.3441 -1.5733 2.9974
H -3.6431 -0.6920 1.6306
H -1.9726 0.4217 3.6197
H -0.4568 0.0933 4.4713
H -2.6620 0.9229 5.8621
H -1.5486 -0.2690 6.5479
H -4.1275 -0.8516 5.0220
H -3.6851 -1.4536 6.6276
H -3.1653 -3.0147 4.4488
H -1.9551 -2.8571 5.7348
H 1.5101 -3.4417 1.7016
H 0.2038 -3.4073 0.5094
H 1.5002 -5.7573 1.1119
H -0.2398 -5.7516 0.7915
H 1.1159 -5.5875 3.5246
H -0.1238 -6.7510 3.0260
H -0.8643 -4.5069 4.3523
H -1.8322 -5.0446 2.9708
C 0.8888 4.0482 -0.4650
C 2.0820 3.2178 -0.9728
C 2.8366 4.0458 -2.0105
C 3.0350 2.8779 0.1784
P 1.2778 1.6097 -1.5854
C 0.4027 2.2384 -3.0629
C -0.9762 2.3991 -2.9382
C -1.7329 2.8957 -3.9895
C -1.1178 3.2424 -5.1815
C 0.2570 3.0944 -5.3148
C 1.0127 2.5978 -4.2648
C 2.5923 0.3880 -2.2171
C 3.9076 0.9998 -2.6944
C 1.9622 -0.4253 -3.3538
C 2.8961 -0.5538 -1.0367
H 1.2356 4.8254 0.2216
H 0.1572 3.4283 0.0555
H 0.3697 4.5294 -1.2943
H 3.2036 4.9554 -1.5252
H 2.1882 4.3477 -2.8306
H 3.6996 3.5179 -2.4171
H 3.2207 3.7631 0.7927
H 3.9986 2.5328 -0.2007
H 2.6248 2.1000 0.8157
H -1.4515 2.1292 -2.0038
H -2.8050 2.9959 -3.8741
H -1.7002 3.6253 -6.0099
H 0.7430 3.3644 -6.2442
H 2.0821 2.4953 -4.3933
H 3.7724 1.6372 -3.5676
H 4.5821 0.1879 -2.9807
H 4.3995 1.5783 -1.9114
H 1.8466 0.1659 -4.2602
H 0.9847 -0.8121 -3.0647
H 2.6059 -1.2795 -3.5842
H 3.4703 -0.0377 -0.2621
H 3.4795 -1.4099 -1.3849
H 1.9740 -0.9426 -0.5950
S 0.9881 2.7615 4.0169
C 1.9467 1.3729 3.6968
C 1.5351 0.7786 2.5512
N 0.4977 1.4154 1.9140
C 0.0985 2.4539 2.5699
H 2.7316 1.0744 4.3718
H 1.9356 -0.1294 2.1268
H -0.7135 3.0999 2.2663

Cartesian forces (eV/Å) of the 3 atoms listed first:
Pd -0.536 -0.244 -0.376
S 0.272 0.197 -0.153
C -0.089 -0.006 0.027

=====

The following is a DFT calculation (ωB97M-V with the def2-TZVPD basis set) of 6 unconnected molecules or ions with the total composition C30H45F2N2O15Si.

total charge: +1
maximum force: 0.02081 Eh/bohr
electronic energy: -78840.36102 eV

Element x y z (Å)
C -1.8423 1.8696 4.3697
Si -0.5028 2.6615 3.2878
C 0.5161 3.8509 4.3021
C -1.2019 3.5735 1.7587
C -2.6955 3.9331 1.8126
C -3.5407 3.2137 0.7758
F -4.6059 4.0151 0.4909
F -2.8866 3.0395 -0.4038
C -4.1031 1.8651 1.2128
C -3.0139 0.7996 1.2173
N -3.5378 -0.3139 2.0761
C -5.0170 -0.5628 1.8223
C -5.4813 -0.0085 0.4844
N -5.1612 1.4293 0.2955
C 0.5221 1.2323 2.6065
C 1.3599 1.5037 1.5107
C 2.1286 0.5036 0.9189
C 2.0670 -0.7912 1.4268
C 1.2510 -1.0806 2.5212
C 0.4809 -0.0734 3.1074
H -2.0970 0.8813 3.9889
H -1.4393 1.7091 5.3679
H -2.7462 2.4634 4.4995
H 1.1206 3.3601 5.0588
H -0.1711 4.5220 4.8218
H 1.1471 4.4751 3.6747
H -0.9644 2.9916 0.8740
H -0.6038 4.4771 1.6705
H -2.8245 4.9889 1.5936
H -3.1446 3.7741 2.7887
H -4.5220 2.0163 2.2040
H -2.8323 0.4049 0.2257
H -2.0495 1.1023 1.6221
H -3.4484 -0.0503 3.0569
H -2.9960 -1.1696 1.9533
H -5.2350 -1.6233 1.8609
H -5.5474 -0.0334 2.6059
H -5.0496 -0.6118 -0.3135
H -6.5566 -0.1616 0.4520
H -4.7796 1.4949 -0.6410
H 1.4056 2.5071 1.1068
H 2.7455 0.7451 0.0693
H 2.6454 -1.5832 0.9648
H 1.1976 -2.0850 2.9122
H -0.1509 -0.3177 3.9515
C 5.4877 -5.5717 1.2666
C 5.5844 -4.4378 2.2666
O 5.1187 -3.3198 1.4983
C 4.3467 -3.7887 0.4978
O 3.6876 -3.0969 -0.2186
O 4.4230 -5.1289 0.4119
H 5.2385 -6.5273 1.7187
H 6.3924 -5.6819 0.6679
H 4.9203 -4.5748 3.1213
H 6.5947 -4.2588 2.6230
C 5.5184 -0.9022 -3.0353
C 5.3425 -0.7898 -1.5368
O 6.5499 -0.1268 -1.1404
C 7.0330 0.5564 -2.2087
O 7.9227 1.3411 -2.1617
O 6.3530 0.2261 -3.3310
H 4.5826 -0.8342 -3.5844
H 6.0366 -1.8115 -3.3312
H 4.4912 -0.1640 -1.2605
H 5.2469 -1.7498 -1.0461
C -5.8810 -4.7113 3.4050
C -7.1568 -5.4172 2.9953
O -7.5690 -4.6547 1.8534
C -6.4895 -4.0557 1.3238
O -6.4615 -3.4723 0.2882
O -5.4161 -4.1743 2.1555
H -5.1366 -5.3773 3.8322
H -6.0660 -3.8863 4.0960
H -6.9852 -6.4480 2.6847
H -7.9258 -5.3972 3.7619
C -4.8548 3.5497 -3.3867
C -3.7255 4.5124 -3.0865
O -3.2120 4.7959 -4.3888
C -4.1959 4.5627 -5.2963
O -4.1448 4.8544 -6.4415
O -5.2489 3.9396 -4.7000
H -5.6905 3.6379 -2.6958
H -4.5178 2.5092 -3.4153
H -4.0815 5.4413 -2.6362
H -2.9525 4.0856 -2.4600
C 8.8084 -0.4683 -7.1324
C 7.5112 -0.4391 -7.9140
O 6.8056 -1.5620 -7.3716
C 7.2938 -1.8076 -6.1352
O 6.8083 -2.5620 -5.3528
O 8.4049 -1.0791 -5.9030
H 9.2242 0.5182 -6.9468
H 9.5666 -1.0960 -7.6035
H 6.9298 0.4644 -7.7247
H 7.6493 -0.5591 -8.9851

Cartesian forces (eV/Å) of the 3 atoms listed first:
C 0.097 0.232 -0.032
Si 0.361 -0.290 -0.165
C -0.493 0.064 0.000

=====

The following is a DFT calculation (ωB97M-V with the def2-TZVPD basis set) of a molecular structure, C11H18BiCl2N2.

total charge: -1
maximum force: 0.08978 Eh/bohr
electronic energy: -45562.87500 eV

Element x y z (Å)
Bi 1.5744 -0.1850 -0.3347
Cl -0.1241 -2.2121 -0.8132
Cl 1.4805 2.1613 0.8010
C 3.4802 -0.4089 -0.9402
H 3.9368 0.5860 -1.0669
H 3.5661 -1.0471 -1.8104
C -0.2544 1.4003 -1.8701
C 0.8935 0.8378 -2.3346
H -0.2017 2.2245 -1.1703
C 0.9024 -0.3760 -3.3269
H 1.9722 1.1765 -2.1658
C -0.3449 -0.2273 -4.1774
H 1.8244 -0.3173 -3.9285
H 0.9258 -1.3974 -2.8739
C -1.6205 -0.1930 -3.3125
H -0.2465 0.7360 -4.6891
H -0.4021 -1.0017 -4.9472
C -1.5936 0.8398 -2.1197
H -2.4676 0.0792 -3.9652
H -1.8030 -1.2118 -2.9205
H -2.2415 1.7024 -2.3734
H -2.0653 0.3105 -1.2536
C -1.0018 0.7579 5.5673
N -0.6394 -0.0753 4.4252
C -0.7345 -1.4529 4.3544
C -0.2826 -1.8215 3.1110
N 0.1256 -0.6869 2.4259
C -0.1028 0.3523 3.2278
H -1.9289 0.3868 6.0235
H -0.2145 0.7477 6.3349
H -1.1492 1.7886 5.2307
H -1.1111 -2.0562 5.1801
H -0.2426 -2.8162 2.6828
H 0.0907 1.3992 3.0294

Cartesian forces (eV/Å) of the 3 atoms listed first:
Bi -1.056 -1.706 4.158
Cl -0.563 -1.225 -0.309
Cl 0.426 1.298 0.385

=====

The following is a DFT calculation (ωB97M-V with the def2-TZVPD basis set) of a molecular structure, C21H62N2NbO27P6.

total charge: -1
maximum force: 0.13867 Eh/bohr
electronic energy: -138332.12755 eV

Element x y z (Å)
N -3.1919 -1.9275 0.1032
Nb -3.9302 -0.9311 -1.5147
O -4.5166 -0.1008 -3.2026
C -6.1145 -1.5890 -1.0726
C -6.8814 -0.5270 -0.4242
O -6.9129 -0.3088 0.7687
N -4.2099 0.8848 -0.3997
C -3.2324 1.5809 -0.4916
O -2.5735 2.5768 -0.5801
H -2.5396 -1.3025 0.5717
H -2.6849 -2.7651 -0.1609
H -2.2047 -0.3805 -1.8964
H -3.6324 -2.4705 -2.4296
H -3.7821 0.4420 -3.5144
H -6.5745 -1.7143 -2.0596
H -6.1139 -2.5003 -0.4792
H -7.5011 0.1215 -1.0773
C -0.1181 3.4481 1.4374
O 1.2114 2.9200 1.3229
P 1.4144 1.2405 1.1677
O 2.0573 1.0241 2.4970
O 2.4492 1.4924 -0.0678
C 3.5256 2.4104 0.0836
O 1.2058 -0.2668 0.6236
C 2.2825 -1.1743 0.8511
H -0.0797 4.5270 1.5715
H -0.6728 3.2192 0.5290
H -0.6176 2.9950 2.2972
H 3.8815 2.4339 1.1152
H 3.2242 3.4117 -0.2243
H 4.3304 2.0695 -0.5668
H 2.2590 -1.5384 1.8760
H 3.2423 -0.7071 0.6386
H 2.1255 -2.0068 0.1678
C -4.0624 -6.4161 -4.8317
O -2.6675 -6.1270 -5.0641
P -1.6990 -5.7343 -3.7921
O -1.4459 -4.3053 -4.0262
O -0.5198 -6.7400 -4.2983
C 0.0428 -6.5456 -5.5931
O -1.3230 -5.9857 -2.2491
C -0.1568 -5.2919 -1.7865
H -4.5195 -6.6214 -5.7957
H -4.1778 -7.2936 -4.1940
H -4.5580 -5.5577 -4.3752
H 0.0465 -5.4891 -5.8636
H -0.5102 -7.1176 -6.3388
H 1.0684 -6.9117 -5.5585
H -0.4006 -4.2535 -1.5751
H 0.6489 -5.3456 -2.5164
H 0.1494 -5.7869 -0.8655
C -3.9788 5.0063 1.5750
O -4.0121 5.9653 2.6671
P -3.1595 7.3237 2.5463
O -2.0496 7.2299 3.5076
O -4.3565 8.2886 3.0542
C -4.8309 8.1436 4.3899
O -2.7558 8.2761 1.3400
C -2.0290 9.4558 1.6999
H -4.5907 4.1544 1.8527
H -4.3842 5.4510 0.6669
H -2.9577 4.6705 1.3950
H -4.0292 7.8300 5.0595
H -5.6469 7.4211 4.4253
H -5.2057 9.1147 4.7092
H -0.9831 9.2134 1.8732
H -2.4574 9.9249 2.5828
H -2.1075 10.1348 0.8538
C 3.7866 1.0194 4.8606
O 3.7716 1.8679 6.0475
P 4.6480 3.2109 6.0624
O 5.7549 3.0012 7.0120
O 3.4744 4.1498 6.6592
C 2.9876 3.8918 7.9719
O 5.0802 4.2675 4.9552
C 5.8296 5.3892 5.4300
H 3.1538 0.1611 5.0572
H 3.3918 1.5510 4.0031
H 4.8056 0.6800 4.6603
H 3.7764 3.4952 8.6126
H 2.1527 3.1913 7.9341
H 2.6352 4.8376 8.3799
H 6.8694 5.1086 5.5834
H 5.4062 5.7805 6.3524
H 5.7709 6.1490 4.6536
C 1.2392 -8.5823 -2.3658
O 2.2946 -9.3323 -1.7088
P 2.5821 -9.0845 -0.1414
O 3.8832 -8.4058 -0.0427
O 2.6602 -10.6572 0.2367
C 3.7090 -11.4440 -0.3193
O 1.6721 -8.7142 1.1027
C 2.3404 -8.6591 2.3700
H 1.2282 -8.8746 -3.4105
H 0.2701 -8.8141 -1.9251
H 1.4279 -7.5132 -2.2964
H 4.6115 -10.8493 -0.4648
H 3.3941 -11.8782 -1.2691
H 3.9195 -12.2487 0.3831
H 2.8764 -7.7185 2.4698
H 3.0242 -9.4967 2.4877
H 1.5633 -8.7148 3.1285
C -1.3854 4.1727 -6.1138
O -0.8375 3.7796 -4.8411
P 0.7343 3.3943 -4.7191
O 0.7978 1.9462 -4.4911
O 0.9831 4.2752 -3.3924
C 0.2985 3.9305 -2.1837
O 2.0755 3.8901 -5.4250
C 3.2802 3.2993 -4.9229
H -2.4460 4.3568 -5.9698
H -0.9140 5.0885 -6.4738
H -1.2574 3.3761 -6.8486
H 0.1254 2.8557 -2.1201
H -0.6504 4.4636 -2.1280
H 0.9235 4.2440 -1.3484
H 3.4110 2.3032 -5.3393
H 3.2693 3.2526 -3.8360
H 4.0965 3.9395 -5.2513

Cartesian forces (eV/Å) of the 3 atoms listed first:
N 0.596 0.517 -1.085
Nb -1.644 -0.360 0.411
O 0.633 -0.037 0.498